Formula: C11H14Br5GeO2PtSe
Source: the Open Molecules 2025 dataset
Level of theory: ωB97M-V/def2-TZVPD

Structure (XYZ):
```
35
Properties=species:S:1:pos:R:3:mulliken_charge:R:1
Pt 0.091 0.235 -1.011 0.720
Br 1.959 -5.966 -3.615 -0.034
C 1.663 -4.505 -2.515 0.373
C 2.136 -4.571 -1.102 0.366
Br 2.982 -6.117 -0.525 -0.035
C 1.967 -3.542 -0.238 -0.376
Br 2.524 -3.534 1.536 -0.009
C 1.305 -2.351 -0.710 0.773
O 1.117 -1.347 -0.030 -0.560
C 0.818 -2.290 -2.145 0.740
O 0.255 -1.247 -2.484 -0.675
C 1.034 -3.413 -3.016 -0.389
Br 0.421 -3.243 -4.766 -0.027
C -4.678 2.019 -3.622 -1.147
Ge -3.831 3.449 -2.606 0.488
C -2.934 4.702 -3.803 -1.227
C -5.066 4.357 -1.409 -1.120
C -2.493 2.564 -1.415 -1.067
Se -1.027 1.782 -2.403 0.172
C 0.175 3.304 -2.426 -0.874
H -5.430 2.429 -4.295 0.374
H -5.169 1.310 -2.956 0.361
H -3.946 1.481 -4.225 0.375
H -3.688 5.215 -4.402 0.390
H -2.261 4.193 -4.494 0.395
H -2.376 5.459 -3.251 0.360
H -5.862 4.831 -1.984 0.364
H -4.552 5.128 -0.836 0.370
H -5.521 3.652 -0.714 0.370
H -2.981 1.735 -0.902 0.398
H -2.064 3.219 -0.658 0.568
H -0.290 4.084 -3.023 0.291
H 1.104 2.979 -2.886 0.336
H 0.341 3.625 -1.403 0.355
Br 0.094 1.719 0.822 -0.400
```

The gap between HOMO and LUMO is 0.2097 Ha. Its highest occupied orbital energy is -12.1 eV. The value obtained for the energy above the lowest of the compared OMol25 structures with the same formula, charge and spin is 0.0 kcal/mol. The total energy is -491043.5808 eV. Its largest force on an atom is 0.16 eV Å⁻¹. As for the net charge: +1.